Density functional theory data (ωB97M-V/def2-TZVPD) for a structure of composition C7H5Cl2I2NO4SZn.

The spin multiplicity is 1. The value obtained for the molecular weight is 589.29 u. The HOMO-LUMO gap (spin up / spin down) comes out at 5.92 / 6.66 eV. The highest occupied orbital energy (spin up / spin down) comes out at -0.044 / -0.072 Ha. The value obtained for the total energy is -117519.5973 eV. For the LUMO energy (spin up / spin down), the calculation gives 4.72 / 4.71 eV. The charge is -2.

XYZ file:
```
23
Properties=species:S:1:pos:R:3:forces:R:3
Zn -0.9315 -1.2896 -0.2359 -0.739 -1.591 -0.630
I -1.9103 -3.3599 -1.2065 -0.243 -0.773 -0.431
C -4.4560 -3.4979 1.5931 0.052 0.323 0.175
I -3.6849 -1.6275 2.1285 -2.670 -2.482 0.484
H -3.9421 -4.3851 1.9304 0.083 -0.097 0.194
H -4.9302 -3.5984 0.6315 -0.175 0.073 -0.198
O -2.5678 0.4474 2.5776 0.475 0.416 -0.162
S -1.5399 0.2229 1.5317 -0.535 2.325 2.479
O -0.5521 1.2643 1.5980 0.644 0.474 -0.327
O -0.9521 -1.1487 1.7316 0.984 0.120 0.052
O -2.2024 0.1504 0.1973 -0.238 0.588 -0.681
Cl 1.9671 -0.2866 1.4928 0.350 -0.320 0.186
C 2.1707 0.6901 0.0877 -0.461 -0.285 -0.095
C 3.0582 1.7333 0.1233 0.140 0.115 -0.351
C 3.2765 2.5183 -1.0051 0.070 0.140 -0.065
C 2.5669 2.2297 -2.1623 0.239 0.221 0.288
C 1.6647 1.1983 -2.1803 -0.272 -0.353 0.250
Cl 0.7894 0.9102 -3.6501 -0.260 -0.156 -0.338
C 1.3626 0.3523 -1.0594 1.716 1.928 -0.187
N 0.5273 -0.6182 -1.1194 0.898 -0.595 -0.701
H 3.5965 1.9391 1.0386 -0.044 -0.094 0.073
H 3.9780 3.3410 -0.9818 0.023 0.024 0.019
H 2.7114 2.8146 -3.0611 -0.034 -0.001 -0.034
```
Forces are in eV/Å.